Molecular formula: C6H9BrClN3
Method: DFT, ωB97M-V/def2-TZVPD

- HOMO (spin up / spin down): -0.2942 / -0.3225 Eh
- ΔE to the lowest compared entry with this formula, charge and spin: 85.5 kcal per mole
- Max |F|: 3.8 eV/A
- Energy: -3432.2955 Ha
- LUMO (spin up / spin down): -1.6950 / -1.1841 eV

Structure (ORCA input):
```
! RIJCOSX wB97M-V def2-TZVPD def2/J DEFGRID3
* xyz 0 1
Br -4.062 -1.698 -0.124
Cl -3.662 1.322 0.665
N -2.000 -0.131 -0.664
N 0.112 1.024 0.405
N -1.115 -0.553 -1.385
C -0.666 -1.887 -1.224
C 1.406 1.074 0.784
C -0.929 1.679 0.585
C -2.112 1.011 -0.006
C 2.419 0.565 -0.191
C 2.142 -0.248 1.128
H -1.282 2.623 0.976
H 0.399 -1.964 -1.339
H 3.180 1.265 -0.378
H -1.104 -2.316 -0.333
H 1.581 -1.140 1.056
H -0.994 -2.482 -2.080
H 1.783 2.012 1.324
H 2.091 0.106 -1.111
H 2.813 -0.263 1.910
*
```

---

Molecular formula: C14H46BaF3O12
Method: DFT, ωB97M-V/def2-TZVPD

- HOMO: -0.4130 Eh
- ΔE to the lowest compared entry with this formula, charge and spin: 0.0 kcal per mole
- Max |F|: 3.4 eV/A
- Energy: -1788.5135 Ha
- LUMO: -5.2440 eV

Structure (ORCA input):
```
! RIJCOSX wB97M-V def2-TZVPD def2/J DEFGRID3
* xyz 1 1
Ba 8.481 -7.308 33.146
F 7.955 -11.694 35.912
F 7.090 -9.978 36.796
F 5.956 -11.764 36.749
O 8.638 -11.780 32.112
O 6.462 -9.841 30.630
O -0.098 -11.533 31.536
O 5.647 -6.961 33.368
O 7.219 -13.540 40.815
O 1.959 -7.821 38.815
O 7.228 -9.813 33.730
O 2.328 -13.150 36.445
O 6.568 -8.568 39.144
O -0.093 -11.913 36.544
O 5.127 -9.628 34.560
O -0.328 -8.768 36.021
C 8.066 -12.720 40.038
C 5.124 -10.268 30.667
C 1.120 -11.172 32.226
C 6.792 -10.999 35.987
C 2.379 -14.060 37.505
C 8.621 -13.016 32.749
C 6.304 -10.506 34.510
C 7.859 -8.416 39.810
C 3.284 -7.426 38.510
C 4.707 -6.257 32.683
C 2.835 -9.453 34.495
C -0.669 -12.297 35.362
C -0.788 -8.914 34.640
C 3.954 -10.087 35.290
H 8.282 -11.743 40.472
H -1.738 -12.100 35.435
H 1.171 -11.313 33.305
H -0.044 -10.958 36.630
H 4.027 -9.761 36.328
H 6.066 -11.445 34.010
H -1.721 -9.477 34.623
H 1.502 -12.668 36.526
H 3.788 -11.162 35.228
H 5.292 -7.811 33.637
H 4.471 -6.794 31.764
H 1.868 -9.805 34.854
H 3.847 -8.242 38.058
H 5.098 -5.266 32.453
H 7.615 -13.147 33.148
H -0.954 -7.899 34.279
H 5.020 -10.826 29.737
H -0.151 -7.858 36.268
H 6.642 -8.890 38.243
H 2.833 -9.602 33.415
H -0.475 -11.655 34.503
H 8.012 -8.895 40.777
H 1.914 -11.850 31.911
H -0.093 -9.451 33.993
H 1.853 -8.678 39.235
H 1.430 -10.171 31.928
H 3.764 -6.206 33.228
H 7.972 -7.354 40.027
H 7.536 -12.536 39.104
H 8.787 -13.733 31.945
H 6.648 -9.325 31.418
H 7.013 -14.357 40.355
H 2.459 -15.064 37.088
H 3.171 -13.727 38.176
H 3.301 -6.483 37.965
H 2.907 -8.371 34.604
H 4.413 -9.448 30.569
H -0.459 -13.310 35.017
H 3.753 -7.280 39.484
H 1.400 -13.865 37.943
H 8.709 -8.538 39.138
H 8.281 -11.102 32.691
H 8.987 -13.236 39.766
H 4.708 -10.953 31.405
H -0.128 -11.202 30.635
H 9.453 -13.143 33.441
*
```

---

Molecular formula: C32H44FeNP2S2
Method: DFT, ωB97M-V/def2-TZVPD

- HOMO (spin up / spin down): -0.2566 / -0.2548 Eh
- Expectation value of S²: 8.78
- Max |F|: 0.6 eV/A
- Energy: -4043.3698 Ha
- LUMO (spin up / spin down): 0.7297 / -0.6003 eV

Structure (ORCA input):
```
! RIJCOSX wB97M-V def2-TZVPD def2/J DEFGRID3
* xyz 0 6
Fe 0.457 0.285 -0.028
S 2.061 0.597 1.573
S 1.659 1.604 -1.511
P 0.863 -1.841 -1.377
P -1.114 2.005 0.833
N -1.421 -0.707 -0.020
C 4.473 1.838 1.401
C -2.457 -2.885 0.552
C 5.468 2.574 0.788
C -1.622 -4.949 -0.427
C -5.118 1.426 0.187
C -2.165 3.328 3.148
C -0.984 3.492 -0.254
C -0.898 1.215 3.446
C -2.713 1.289 0.531
C 1.290 -0.773 -3.964
C -1.009 2.490 2.600
C -0.621 -4.203 -1.018
C -5.040 0.154 -0.382
C 5.295 3.010 -0.523
C -1.490 -2.111 -0.115
C 3.289 1.526 0.723
C -1.708 -6.444 -0.594
C 4.132 2.704 -1.204
C -0.534 -2.819 -0.848
C 1.930 -3.182 -3.680
C 2.063 -3.063 0.834
C -1.629 4.798 0.204
C 3.114 1.962 -0.593
C -3.927 1.979 0.616
C -1.480 3.111 -1.650
C -2.646 -0.026 0.036
C -3.856 -0.548 -0.468
C -6.418 2.185 0.266
C -2.520 -4.254 0.391
C 3.582 -1.955 -0.846
C 2.292 -2.757 -0.646
C 0.979 -2.076 -3.226
H -1.924 3.626 4.171
H -2.745 -6.783 -0.595
H -3.164 -2.396 1.209
H -1.460 5.561 -0.561
H 3.991 3.038 -2.225
H 3.000 -3.398 1.286
H -1.196 5.169 1.132
H -3.289 -4.807 0.920
H 1.858 -3.277 -4.766
H -3.080 2.735 3.187
H 0.132 -4.716 -1.611
H -2.570 3.044 -1.669
H -0.071 3.051 2.674
H -7.268 1.505 0.324
H 2.276 -0.390 -3.700
H -1.161 3.866 -2.370
H -2.366 4.231 2.579
H -1.822 0.634 3.368
H 2.967 -2.953 -3.441
H -6.568 2.819 -0.611
H 1.744 -2.182 1.392
H 1.689 -4.155 -3.251
H 0.571 0.012 -3.730
H -3.858 -1.515 -0.952
H -1.251 -6.762 -1.531
H 1.313 -3.841 0.972
H -0.040 -2.376 -3.483
H 3.566 -1.042 -0.247
H -2.708 4.707 0.333
H -0.754 1.476 4.496
H 3.742 -1.661 -1.885
H 6.070 3.586 -1.012
H -0.068 0.582 3.145
H 4.443 -2.548 -0.528
H 6.376 2.810 1.327
H 4.597 1.489 2.419
H -6.446 2.831 1.145
H 2.361 -3.709 -1.178
H -3.938 2.988 1.012
H -1.196 -6.968 0.216
H 1.266 -0.947 -5.043
H 0.097 3.645 -0.311
H -5.942 -0.301 -0.781
H -1.090 2.150 -1.990
*
```

---

Molecular formula: C36H98N6O18S4
Method: DFT, ωB97M-V/def2-TZVPD

- HOMO: -0.3073 Eh
- ΔE to the lowest compared entry with this formula, charge and spin: 60.1 kcal per mole
- Max |F|: 3.4 eV/A
- Energy: -4705.6770 Ha
- LUMO: -0.0457 eV
- SMILES: CCOS(C)(=O)=O.CCOS(C)(=O)=O.CCOS(C)(=O)=O.CCOS(C)(=O)=O.COC[C@H](C)N.COC[C@H](C)N.COC[C@H](C)N.COC[C@H](C)N.COC[C@H](C)N.COC[C@H](C)N

Structure (ORCA input):
```
! RIJCOSX wB97M-V def2-TZVPD def2/J DEFGRID3
* xyz 0 1
S -0.880 -4.904 -2.715
S -2.034 4.170 1.151
S -0.061 2.069 -3.349
S -0.650 -1.555 0.782
O -5.208 -0.297 -2.271
O -1.517 0.344 5.621
O -1.164 2.007 -4.325
O 1.031 0.871 -3.556
O -1.407 5.459 1.122
O -0.292 2.080 -1.894
O 7.248 -0.287 -2.860
O -0.524 -3.002 0.685
O -0.135 -4.844 -4.174
O 0.812 -0.892 0.349
O 0.429 -4.389 6.292
O -3.111 3.852 2.113
O -1.373 -3.537 -2.386
O -5.602 -1.964 1.509
O -1.803 -6.033 -2.758
O -0.995 -0.862 2.013
O 6.252 3.110 0.179
O -2.564 3.770 -0.345
N -2.566 0.558 9.048
N 4.086 2.881 -1.748
N -2.729 -1.844 3.765
N 6.916 2.790 -5.076
N 0.804 -4.651 2.570
N -4.204 1.671 -5.375
C -0.706 2.812 1.246
C 0.141 -4.172 3.777
C 6.518 -0.939 -1.826
C 2.733 -0.763 -1.076
C -3.527 5.701 -1.460
C -3.424 -0.981 7.492
C -4.545 -0.289 3.623
C -5.323 -1.669 -2.050
C -6.689 -2.590 2.279
C 7.480 1.976 -4.031
C 0.979 3.585 -3.798
C -1.886 0.979 6.808
C 4.903 2.892 0.603
C 1.435 -1.497 -0.729
C -4.274 -2.335 2.044
C 6.636 0.681 -3.695
C 1.404 0.415 -4.865
C -0.082 -3.041 6.539
C 0.712 -3.738 -4.353
C 0.587 -5.254 -1.598
C -1.659 -0.926 -0.669
C 1.062 -3.720 -5.881
C 7.187 2.358 0.957
C 2.928 0.660 -4.995
C -4.073 -1.721 3.499
C -4.346 1.435 -3.932
C -1.227 -4.842 3.707
C -1.190 1.297 4.621
C -5.227 0.107 -3.623
C 7.560 2.822 -2.796
C 0.989 -4.589 4.982
C -4.884 2.753 -3.334
C -2.400 4.732 -1.442
C 4.022 3.596 -0.467
C 2.533 3.563 -0.147
C -2.246 -0.074 7.849
H -3.347 1.354 -3.503
H 7.035 -1.309 -0.940
H 4.772 1.813 0.519
H 0.029 -3.088 3.763
H 5.032 2.670 -2.030
H -1.095 -0.865 -1.600
H 0.212 -3.432 -6.499
H 0.025 3.090 0.487
H 1.963 -4.103 4.928
H -3.498 6.297 -0.548
H -0.266 2.742 2.240
H 3.526 -0.696 -0.332
H -3.232 -1.440 6.522
H -5.958 2.939 -3.358
H 8.142 2.872 1.074
H -0.925 -2.768 5.905
H -1.155 1.843 1.026
H -6.702 -2.263 3.319
H -0.629 0.809 3.824
H -6.227 0.077 -4.058
H -4.095 -3.404 1.928
H 0.362 -5.540 2.384
H 1.208 -5.655 5.036
H -4.350 0.209 4.573
H 1.044 3.643 -4.884
H -4.577 -2.379 4.207
H 7.289 1.430 0.396
H 3.209 -1.317 -1.885
H -3.360 2.201 -5.540
H -2.515 -1.587 -0.806
H -2.000 0.089 -0.468
H -3.617 -1.813 8.169
H 1.178 -4.346 -1.717
H -2.753 1.561 6.498
H 6.060 -1.803 -2.307
H -4.429 5.126 -1.255
H -4.617 -0.592 -4.195
H -2.279 -1.041 3.350
H -1.798 1.189 9.227
H -1.434 5.234 -1.509
H 0.783 0.733 -5.703
H 6.579 3.228 -2.547
H 8.296 3.598 -3.002
H -4.075 0.334 2.862
H -3.555 6.404 -2.293
H 1.540 -3.734 -3.644
H -6.581 -3.674 2.244
H -3.620 -1.839 1.328
H 1.829 3.989 -0.863
H 3.414 0.284 -4.094
H 3.037 1.739 -5.099
H 0.034 -5.301 -0.660
H -3.327 1.222 9.078
H -4.476 -2.131 -2.555
H 7.924 2.220 -1.964
H 1.961 3.499 -3.334
H -0.331 -2.870 7.586
H -2.402 4.060 -2.300
H -1.702 -4.527 2.778
H -4.371 -0.442 7.466
H 1.289 -0.654 -5.043
H 6.836 2.288 -5.949
H 2.140 2.553 -0.032
H 3.359 0.225 -5.896
H -2.014 1.807 4.121
H 3.732 3.484 -2.477
H 0.456 4.467 -3.428
H -6.203 -1.883 -2.657
H 7.722 3.346 -5.324
H 4.307 4.640 -0.601
H -7.644 -2.362 1.805
H 4.752 3.152 1.651
H -4.462 2.849 -2.334
H -2.582 -1.817 4.764
H 2.496 0.177 -1.574
H 7.013 2.128 2.008
H 0.263 -2.781 -4.086
H -5.448 -1.912 -0.994
H 0.399 -4.114 1.817
H -1.390 -0.742 7.947
H -1.242 -5.931 3.650
H 5.644 0.968 -3.347
H 0.889 -1.566 -1.670
H 1.031 -6.207 -1.886
H -1.772 -4.450 4.566
H 1.849 -2.986 -6.057
H -1.134 1.659 7.210
H 6.572 0.167 -4.655
H 5.726 -0.277 -1.476
H 1.516 -4.640 -6.250
H 1.793 -2.465 -0.378
H 0.780 -2.391 6.388
H -4.450 3.593 -3.876
H -4.984 2.090 -5.861
H -5.626 -0.321 3.489
H -0.433 1.922 5.095
H 2.321 4.089 0.784
H 8.455 1.567 -4.294
*
```

---

Molecular formula: C41H46F13N7O10P
Method: DFT, ωB97M-V/def2-TZVPD

- HOMO: -0.4125 Eh
- Max |F|: 4.7 eV/A
- Energy: -4364.4315 Ha
- LUMO: -4.1302 eV

Structure (ORCA input):
```
! RIJCOSX wB97M-V def2-TZVPD def2/J DEFGRID3
* xyz 1 1
P 2.325 -1.633 0.418
F -5.258 -0.223 -0.939
F -5.258 1.277 -3.116
F -3.484 0.468 -5.378
F -0.818 0.759 -4.686
F -2.972 2.102 -3.935
F -0.236 -2.420 -2.301
F -2.609 -2.316 -3.931
F -5.062 -0.867 -3.689
F -1.426 -1.498 -5.666
F -3.452 1.080 -1.067
F -3.263 -1.229 -1.353
F -0.248 -3.521 -4.272
F -1.127 0.262 -2.533
O 2.035 -0.126 0.250
O -10.799 6.912 -1.682
O 3.044 -1.118 3.383
O -0.653 -4.409 4.769
O 4.112 -1.265 -3.902
O 2.618 -3.175 3.901
O -10.646 6.635 -3.818
O 1.056 1.993 8.601
O 0.315 3.137 6.926
O -1.324 -6.433 4.418
N 2.423 -1.975 4.009
N -1.355 -5.235 4.201
N 3.696 -2.166 -0.554
N 3.300 -1.166 -2.801
N -10.354 6.350 -2.669
N 3.066 -3.600 -2.354
N 1.147 2.899 7.791
C -1.534 -1.484 -4.250
C -9.398 5.260 -2.459
C 4.529 1.764 -2.389
C 0.158 0.256 5.974
C -2.300 -4.747 3.194
C -0.207 -2.201 -3.713
C -7.914 3.599 -3.357
C 4.395 -5.706 -1.822
C 3.314 -2.368 -1.963
C -7.559 3.227 -2.064
C -3.262 -2.923 1.963
C -3.115 0.698 -4.026
C 3.318 3.494 8.802
C -9.054 4.888 -1.162
C -8.131 3.867 -0.968
C -4.055 -5.176 1.612
C 5.338 -0.520 -3.540
C -3.144 -5.648 2.550
C 2.331 3.757 7.855
C -4.019 -0.096 -1.600
C -0.539 -0.680 6.735
C -0.275 -2.039 6.591
C 1.390 -1.528 4.940
C 5.186 1.060 -3.689
C -8.838 4.617 -3.560
C 2.461 4.816 6.960
C 1.153 -1.560 -4.221
C 4.592 5.352 7.948
C 1.127 -0.164 5.072
C 5.664 2.175 -6.005
C 3.389 2.657 -4.913
C -4.115 -3.816 1.322
C 4.452 4.296 8.843
C 0.691 -2.469 5.690
C -2.349 -3.386 2.904
C -4.324 0.202 -3.131
C 3.598 5.614 7.011
C 3.104 -4.822 -1.482
C -1.693 0.038 -3.816
C 1.930 -0.698 -3.118
C 4.500 1.526 -5.076
H 2.047 0.356 -3.559
H -9.107 4.897 -4.572
H 1.695 5.028 6.224
H 1.811 -2.425 -4.591
H 5.482 5.973 7.979
H 2.727 -1.802 1.804
H 4.482 -1.494 -0.527
H 4.111 0.621 -5.649
H -3.106 -6.709 2.767
H 4.739 2.875 -2.333
H 5.440 2.094 -7.112
H 5.106 -5.864 -0.956
H 4.893 1.240 -1.436
H 4.948 -5.285 -2.733
H 2.387 2.297 -4.518
H -4.832 -3.450 0.593
H 5.229 4.097 9.573
H 4.034 -6.743 -2.154
H 1.006 -0.902 -5.148
H -6.834 2.436 -1.909
H 2.824 -3.777 -3.345
H 5.816 3.246 -5.639
H 2.197 -5.447 -1.808
H -0.055 1.314 6.089
H 2.948 -4.605 -0.384
H 5.558 -0.741 -2.433
H -7.853 3.572 0.038
H -1.691 -2.680 3.399
H 1.664 0.574 4.487
H 3.385 1.658 -2.377
H -0.822 -2.763 7.185
H 6.254 -0.924 -4.100
H 0.887 -3.525 5.588
H -9.490 5.382 -0.301
H -4.721 -5.867 1.109
H 6.258 1.476 -3.728
H -7.467 3.095 -4.207
H 3.711 6.440 6.317
H 3.220 2.675 9.505
H 3.718 3.549 -4.285
H 3.190 3.075 -5.962
H -1.290 -0.347 7.444
H 1.182 -2.471 0.221
H 6.668 1.648 -5.812
H -3.311 -1.865 1.731
H 1.379 -0.559 -2.135
*
```

---

Molecular formula: C5H10O
Method: DFT, ωB97M-V/def2-TZVPD

- HOMO: -0.3487 Eh
- ΔE to the lowest compared entry with this formula, charge and spin: 45.5 kcal per mole
- Max |F|: 0.6 eV/A
- Energy: -271.6800 Ha
- LUMO: 0.8141 eV
- SMILES: C=CCC.C=O

Structure (ORCA input):
```
! RIJCOSX wB97M-V def2-TZVPD def2/J DEFGRID3
* xyz 0 1
O -1.639 -1.031 1.981
C -1.885 -0.082 -0.919
C 0.461 0.752 -0.681
C 1.846 0.274 -0.204
C -0.494 -0.667 1.963
C -0.577 -0.295 -1.001
H 2.629 0.851 -0.706
H 0.595 1.290 -1.624
H -2.615 -0.824 -1.226
H -0.187 0.342 2.310
H 0.333 -1.308 1.596
H 2.003 0.409 0.873
H -0.204 -1.241 -1.398
H 0.046 1.485 0.023
H 2.027 -0.782 -0.433
H -2.281 0.847 -0.510
*
```